[1]
Below is 3 unconnected molecules or ions with the total composition C11H16FN2O7S, with properties calculated with ωB97M-V/def2-TZVPD.

Calculated values
- E: -1562.8305 Ha
- Total charge: -1
- HOMO energy: -0.10332 Eh
- Orbital gap: 2.06 eV
- Spin multiplicity: 1

Last columns: bonded neighbours and bond lengths (Å).
CARTESIAN COORDINATES (ANGSTROEM)
1 C -3.332 -1.040 -1.754  C2 1.533, H9 1.090, H10 1.091, H11 1.091
2 C -1.915 -0.658 -1.313  C1 1.533, O3 1.415, H12 1.088, H13 1.095
3 O -1.885 0.287 -0.261  C2 1.415, C4 1.407
4 C -2.334 -0.170 0.992  O3 1.407, C5 1.523, H14 1.092, H15 1.095
5 C -1.123 -0.161 1.916  C4 1.523, O6 1.499, H16 1.085, H17 1.081
6 O -1.206 -1.349 2.828  C5 1.499, S7 1.567
7 S -0.554 -1.124 4.235  O6 1.567, F8 1.869, H18 1.334
8 F -1.819 -1.678 5.495  S7 1.869
9 H -3.564 -0.617 -2.732  C1 1.090
10 H -3.453 -2.122 -1.830  C1 1.091
11 H -4.077 -0.669 -1.049  C1 1.091
12 H -1.372 -0.196 -2.136  C2 1.088
13 H -1.334 -1.541 -1.027  C2 1.095
14 H -3.098 0.515 1.366  C4 1.092
15 H -2.757 -1.179 0.955  C4 1.095
16 H -1.071 0.730 2.534  C5 1.085
17 H -0.211 -0.252 1.343  C5 1.081
18 H -0.011 -2.343 4.260  S7 1.334
19 C 0.825 2.262 -0.856  C20 1.438, C25 1.413, H29 1.081
20 C 1.301 2.892 -2.058  C19 1.438, C21 1.544, O28 1.224
21 C 2.293 4.061 -1.877  C20 1.544, O22 1.230, C23 1.422
22 O 2.781 4.592 -2.873  C21 1.230
23 C 2.574 4.472 -0.545  C21 1.422, C24 1.426, H30 1.085
24 C 2.089 3.857 0.646  C23 1.426, C25 1.538, O27 1.231
25 C 1.190 2.624 0.460  C19 1.413, C24 1.538, O26 1.242
26 O 0.825 1.989 1.463  C25 1.242
27 O 2.364 4.237 1.785  C24 1.231
28 O 0.955 2.541 -3.178  C20 1.224
29 H 0.150 1.420 -0.926  C19 1.081
30 H 3.236 5.326 -0.448  C23 1.085
31 C 1.583 -2.966 -0.956  O32 1.212, N33 1.372, N34 1.376
32 O 1.056 -2.092 -1.609  C31 1.212
33 N 2.309 -2.689 0.175  C31 1.372, H35 1.001, H36 1.005
34 N 1.499 -4.298 -1.291  C31 1.376, H37 1.002, H38 1.001
35 H 2.765 -3.388 0.728  N33 1.001
36 H 2.402 -1.720 0.424  N33 1.005
37 H 0.982 -4.525 -2.119  N34 1.002
38 H 1.934 -5.029 -0.764  N34 1.001

=====

[2]
Below is C3H5NS2 in the gas phase at a distorted geometry, with properties calculated with ωB97M-V/def2-TZVPD.

Calculated values
- E: -968.3910 Ha
- Energy relative to the best compared isomer or geometry (same formula, charge and spin): 33.9 kcal per mole
- HOMO energy: -0.32738 Eh
- Orbital gap: 8.27 eV
- Spin multiplicity: 1

Last columns: bonded neighbours and bond lengths (Å).
CARTESIAN COORDINATES (ANGSTROEM)
1 C -0.670 -0.792 0.807  N2 1.411, H7 1.130, H8 1.194, H9 1.070
2 N -0.055 0.105 -0.092  C1 1.411, C3 1.367, C5 1.364
3 C 0.569 -0.290 -1.243  N2 1.367, S4 1.605, H10 1.161
4 S 0.370 -1.727 -1.929  C3 1.605
5 C 0.141 1.437 0.122  N2 1.364, S6 1.619, H11 1.119
6 S -0.270 2.368 1.382  C5 1.619
7 H 0.059 -1.616 1.063  C1 1.130
8 H -0.858 -0.238 1.848  C1 1.194
9 H -1.508 -1.348 0.441  C1 1.070
10 H 1.481 0.304 -1.649  C3 1.161
11 H 0.741 1.797 -0.751  C5 1.119

=====

[3]
Below is C10H8O in the gas phase at a distorted geometry, with properties calculated with ωB97M-V/def2-TZVPD.

Calculated values
- E: -460.8649 Ha
- Energy relative to the best compared isomer or geometry (same formula, charge and spin): 152.6 kcal per mole
- HOMO energy: -0.30303 Eh
- Orbital gap: 8.44 eV
- Spin multiplicity: 1

Last columns: bonded neighbours and bond lengths (Å).
CARTESIAN COORDINATES (ANGSTROEM)
1 O -1.536 -2.171 -2.576  C2 1.493, H12 0.850
2 C -0.812 -1.551 -1.428  O1 1.493, C3 1.373, C11 1.471
3 C 0.105 -2.162 -0.609  C2 1.373, C4 1.208, H13 1.310
4 C 0.853 -1.589 0.146  C3 1.208, C5 1.409, H14 1.050
5 C 0.539 -0.275 0.546  C4 1.409, C6 1.435, C10 1.525
6 C 1.322 0.389 1.549  C5 1.435, C7 1.443, H15 1.130
7 C 1.186 1.815 1.717  C6 1.443, C8 1.511, H16 0.934
8 C 0.087 2.545 0.981  C7 1.511, C9 1.386, H17 1.155
9 C -0.581 1.876 -0.034  C8 1.386, C10 1.336, H18 0.918
10 C -0.364 0.591 -0.328  C5 1.525, C9 1.336, C11 1.283
11 C -1.034 -0.121 -1.158  C2 1.471, C10 1.283, H19 1.288
12 H -2.095 -2.585 -2.085  O1 0.850
13 H 0.186 -3.456 -0.798  C3 1.310
14 H 1.265 -2.192 0.901  C4 1.050
15 H 2.057 -0.260 2.111  C6 1.130
16 H 1.563 2.341 2.391  C7 0.934
17 H 0.226 3.691 0.956  C8 1.155
18 H -1.118 2.468 -0.484  C9 0.918
19 H -1.848 0.645 -1.798  C11 1.288

=====

Question: What is the orbital gap in the third record?
Answer: 8.44 eV

=====

Question: Number 2 is which compound?
Answer: C3H5NS2